{"formula": "C5H11NO", "method": "the ωB97M-V functional and the def2-TZVPD basis", "fmax_ev_per_a": 0.772, "e_above_lowest_ev": 0.852, "gap_ev": 11.13, "smiles": "CN=C=O.CCC", "symbols": ["C", "N", "C", "O", "C", "C", "C", "H", "H", "H", "H", "H", "H", "H", "H", "H", "H", "H"], "xyz": [[2.92, 0.67, -0.16], [2.19, -0.36, 0.52], [1.40, -0.49, 1.41], [0.63, -0.75, 2.27], [-1.17, -0.18, -0.80], [-1.79, -1.42, -0.15], [-1.45, 1.09, 0.00], [2.24, 1.32, -0.73], [3.62, 0.22, -0.86], [3.48, 1.29, 0.54], [-0.09, -0.33, -0.90], [-1.56, -0.07, -1.82], [-1.42, -1.55, 0.87], [-1.54, -2.33, -0.71], [-2.88, -1.34, -0.11], [-2.53, 1.30, 0.04], [-1.10, 0.98, 1.04], [-0.96, 1.96, -0.44]], "nbo_charge": [-0.41, -0.55, 0.86, -0.53, -0.40, -0.61, -0.61, 0.21, 0.21, 0.21, 0.19, 0.19, 0.21, 0.21, 0.20, 0.20, 0.21, 0.20]}

{"formula": "C5H11NO", "method": "the ωB97M-V functional and the def2-TZVPD basis", "fmax_ev_per_a": 3.566, "e_above_lowest_ev": 1.996, "gap_ev": 9.36, "smiles": "C=C(N)CCCO", "symbols": ["C", "O", "C", "C", "C", "C", "N", "H", "H", "H", "H", "H", "H", "H", "H", "H", "H", "H"], "xyz": [[-0.28, 0.65, -1.64], [0.62, 1.77, -1.50], [-1.24, 0.54, -0.43], [-0.40, 0.49, 0.85], [0.42, -0.74, 0.97], [1.69, -0.82, 0.62], [-0.27, -1.85, 1.56], [0.22, -0.30, -1.84], [-0.89, 0.85, -2.53], [0.61, 2.21, -2.35], [-2.03, 1.26, -0.61], [-1.63, -0.44, -0.74], [0.19, 1.40, 0.88], [-1.13, 0.55, 1.67], [2.17, 0.10, 0.30], [2.28, -1.69, 0.41], [-0.75, -1.52, 2.39], [0.42, -2.45, 1.99]], "nbo_charge": [-0.06, -0.74, -0.41, -0.46, 0.19, -0.50, -0.82, 0.17, 0.16, 0.47, 0.22, 0.21, 0.24, 0.20, 0.21, 0.20, 0.36, 0.36]}

{"formula": "C5H11NO", "method": "the ωB97M-V functional and the def2-TZVPD basis", "fmax_ev_per_a": 4.043, "e_above_lowest_ev": 3.198, "gap_ev": 9.06, "smiles": "C=C/C=C/CN.O", "symbols": ["N", "C", "C", "C", "C", "C", "H", "H", "H", "H", "H", "H", "H", "H", "H", "H", "H", "O"], "xyz": [[-2.26, 0.13, -1.38], [-1.34, 0.95, -0.57], [2.96, -0.34, -0.32], [2.18, -0.08, 0.74], [0.82, 0.49, 0.61], [-0.02, 0.28, -0.39], [-1.98, 0.25, -2.36], [-2.21, -0.83, -1.11], [-1.82, 1.04, 0.48], [-1.22, 2.05, -0.88], [3.91, -0.63, -0.25], [2.60, -0.27, -1.35], [2.53, -0.32, 1.81], [0.63, 1.24, 1.36], [0.25, -0.51, -1.04], [-1.14, -1.00, 2.12], [-2.26, -1.55, 1.19], [-1.64, -0.88, 1.33]], "nbo_charge": [-0.84, -0.28, -0.38, -0.20, -0.26, -0.14, 0.35, 0.35, 0.23, 0.21, 0.18, 0.19, 0.20, 0.19, 0.19, 0.48, 0.47, -0.95]}

{"formula": "C5H11NO", "method": "the ωB97M-V functional and the def2-TZVPD basis", "fmax_ev_per_a": 0.400, "e_above_lowest_ev": 0.155, "gap_ev": 10.49, "smiles": "CNC(=O)C(C)C", "symbols": ["C", "N", "C", "O", "C", "C", "C", "H", "H", "H", "H", "H", "H", "H", "H", "H", "H", "H"], "xyz": [[-2.71, -0.95, -0.12], [-1.45, -0.40, -0.57], [-0.46, -0.10, 0.31], [-0.61, -0.15, 1.52], [0.90, 0.25, -0.30], [1.26, 1.71, 0.00], [1.96, -0.67, 0.32], [-3.03, -1.77, -0.77], [-3.49, -0.19, -0.11], [-2.57, -1.32, 0.90], [-1.39, -0.01, -1.50], [0.87, 0.08, -1.39], [1.22, 1.88, 1.08], [0.56, 2.40, -0.48], [2.27, 1.94, -0.35], [2.95, -0.41, -0.04], [1.95, -0.56, 1.41], [1.77, -1.73, 0.09]], "nbo_charge": [-0.42, -0.62, 0.68, -0.64, -0.30, -0.60, -0.60, 0.20, 0.19, 0.24, 0.39, 0.19, 0.22, 0.21, 0.21, 0.21, 0.23, 0.21]}

{"formula": "C5H11NO", "method": "the ωB97M-V functional and the def2-TZVPD basis", "fmax_ev_per_a": 0.803, "e_above_lowest_ev": 3.992, "gap_ev": 8.44, "symbols": ["C", "C", "N", "C", "C", "O", "C", "H", "H", "H", "H", "H", "H", "H", "H", "H", "H", "H"], "xyz": [[-2.12, 0.39, -0.89], [-1.41, -0.15, 0.34], [0.03, 0.15, 0.39], [0.79, 0.17, 1.95], [0.85, -0.47, -0.62], [0.39, -1.32, -1.35], [2.27, 0.01, -0.68], [-3.19, 0.18, -0.83], [-1.74, -0.07, -1.81], [-2.01, 1.48, -0.97], [-1.52, -1.24, 0.40], [-1.83, 0.28, 1.25], [-0.09, -0.15, 2.54], [1.44, -0.71, 1.89], [0.27, 1.13, 0.54], [2.44, 0.44, -1.67], [2.93, -0.86, -0.58], [2.50, 0.73, 0.10]], "nbo_charge": [-0.63, -0.22, -0.54, -0.68, 0.73, -0.54, -0.74, 0.22, 0.23, 0.21, 0.22, 0.21, 0.14, 0.14, 0.48, 0.25, 0.25, 0.25]}

{"formula": "C5H11NO", "method": "the ωB97M-V functional and the def2-TZVPD basis", "fmax_ev_per_a": 4.063, "e_above_lowest_ev": 7.138, "gap_ev": [7.91, 7.92], "symbols": ["C", "C", "C", "N", "C", "C", "O", "H", "H", "H", "H", "H", "H", "H", "H", "H", "H", "H"], "xyz": [[1.25, 0.20, -0.56], [-0.42, 0.48, 1.70], [2.11, -0.92, -0.06], [-0.49, -0.30, 0.45], [-0.98, 0.18, -0.62], [-1.39, 0.65, -1.77], [-2.66, -0.35, 0.50], [-2.73, -1.31, 0.39], [1.16, 0.22, -1.64], [1.45, 1.18, -0.14], [-1.12, 0.02, 2.39], [-0.69, 1.53, 1.56], [0.59, 0.40, 2.10], [-0.70, 1.07, -2.49], [-2.44, 0.59, -1.99], [2.16, -0.95, 1.03], [1.75, -1.89, -0.41], [3.14, -0.80, -0.43]], "nbo_charge": [-0.21, -0.42, -0.65, -0.32, 0.54, -0.57, -1.03, 0.43, 0.21, 0.20, 0.26, 0.20, 0.19, 0.23, 0.28, 0.22, 0.23, 0.22]}

{"formula": "C5H11NO", "method": "the ωB97M-V functional and the def2-TZVPD basis", "fmax_ev_per_a": 3.273, "e_above_lowest_ev": 3.388, "gap_ev": 9.83, "smiles": "[H]/N=C(\\C)OC.C=C", "symbols": ["C", "C", "C", "O", "H", "H", "H", "H", "H", "H", "C", "C", "N", "H", "H", "H", "H", "H"], "xyz": [[0.13, -0.72, 1.89], [-1.87, 0.02, -0.49], [-1.99, 1.35, -0.44], [-0.03, -0.89, 0.50], [-2.57, -0.60, 0.05], [-0.19, -1.67, 2.31], [1.15, -0.55, 2.22], [-0.52, 0.11, 2.18], [-1.31, 2.00, -0.98], [-2.77, 1.85, 0.12], [1.71, 0.59, -0.50], [0.95, -0.70, -0.57], [1.10, -1.69, -1.33], [1.72, -1.53, -2.12], [-1.27, -0.47, -1.30], [2.64, 0.57, -1.07], [1.10, 1.39, -0.93], [2.01, 0.95, 0.47]], "nbo_charge": [-0.24, -0.32, -0.47, -0.57, 0.19, 0.19, 0.17, 0.19, 0.18, 0.19, -0.72, 0.59, -0.65, 0.35, 0.20, 0.23, 0.24, 0.24]}

{"formula": "C5H11NO", "method": "the ωB97M-V functional and the def2-TZVPD basis", "fmax_ev_per_a": 1.216, "e_above_lowest_ev": 0.140, "gap_ev": 10.81, "smiles": "CCCCC(N)=O", "symbols": ["C", "C", "C", "C", "C", "N", "O", "H", "H", "H", "H", "H", "H", "H", "H", "H", "H", "H"], "xyz": [[-0.85, 2.37, -0.68], [-1.24, 1.21, 0.24], [-0.83, -0.18, -0.29], [0.64, -0.53, -0.03], [0.82, -1.94, 0.51], [2.13, -2.33, 0.63], [-0.08, -2.68, 0.85], [-1.23, 3.32, -0.31], [-1.31, 2.22, -1.66], [0.24, 2.38, -0.77], [-0.81, 1.31, 1.24], [-2.32, 1.21, 0.42], [-1.48, -0.85, 0.24], [-1.12, -0.31, -1.33], [1.19, -0.34, -0.95], [1.06, 0.17, 0.69], [2.33, -3.26, 0.94], [2.88, -1.77, 0.27]], "nbo_charge": [-0.61, -0.38, -0.40, -0.52, 0.68, -0.83, -0.61, 0.21, 0.20, 0.20, 0.19, 0.20, 0.24, 0.20, 0.22, 0.22, 0.40, 0.39]}

{"formula": "C5H11NO", "method": "the ωB97M-V functional and the def2-TZVPD basis", "fmax_ev_per_a": 0.364, "e_above_lowest_ev": 5.457, "gap_ev": 7.95, "symbols": ["C", "C", "C", "N", "C", "C", "O", "H", "H", "H", "H", "H", "H", "H", "H", "H", "H", "H"], "xyz": [[-2.18, 0.21, 1.36], [-1.12, 0.71, 0.45], [0.19, 1.40, 0.57], [-0.06, 0.10, -0.04], [0.61, -0.92, -0.51], [2.04, -0.76, -0.94], [2.86, -0.14, 0.04], [-2.72, -0.63, 0.90], [-2.91, 1.00, 1.57], [-1.77, -0.14, 2.33], [-1.86, 0.22, -1.86], [0.82, 1.34, 1.47], [0.43, 2.23, -0.10], [0.06, -1.85, -0.65], [-1.68, -0.25, -2.41], [2.42, -1.76, -1.21], [2.13, -0.13, -1.83], [2.74, -0.63, 0.86]], "nbo_charge": [-0.65, 0.03, -0.22, -0.20, -0.16, -0.11, -0.72, 0.23, 0.23, 0.20, 0.00, 0.17, 0.19, 0.20, -0.02, 0.17, 0.19, 0.46]}

{"formula": "C5H11NO", "method": "the ωB97M-V functional and the def2-TZVPD basis", "fmax_ev_per_a": 0.354, "e_above_lowest_ev": 2.303, "gap_ev": 10.51, "smiles": "C[C@H]1CN1CCO", "symbols": ["C", "C", "C", "N", "C", "C", "O", "H", "H", "H", "H", "H", "H", "H", "H", "H", "H", "H"], "xyz": [[-1.62, -1.30, -0.51], [-0.98, 0.03, -0.16], [-1.22, 0.71, 1.13], [0.06, 0.08, 0.87], [1.22, 0.91, 0.54], [1.89, 0.24, -0.69], [1.49, -1.10, -0.83], [-1.16, -1.74, -1.40], [-2.69, -1.14, -0.71], [-1.53, -2.01, 0.32], [-0.80, 0.68, -1.02], [-1.84, 0.21, 1.87], [-1.27, 1.80, 1.11], [0.95, 1.95, 0.32], [1.91, 0.93, 1.39], [1.62, 0.79, -1.60], [2.98, 0.27, -0.60], [1.00, -1.31, -0.02]], "nbo_charge": [-0.63, -0.08, -0.25, -0.45, -0.25, -0.07, -0.73, 0.23, 0.21, 0.22, 0.19, 0.20, 0.19, 0.18, 0.20, 0.16, 0.17, 0.49]}

Number 1: E -8900.845 eV. Number 2: E -8899.701 eV. Number 3: E -8898.499 eV. Number 4: E -8901.543 eV. Number 5: E -8897.705 eV. Number 6: E -8894.559 eV. Number 7: E -8898.310 eV. Number 8: E -8901.558 eV. Number 9: E -8896.240 eV. Number 10: E -8899.394 eV.